Formula: C11H11N2S2
Source: the Open Molecules 2025 dataset
Level of theory: ωB97M-V/def2-TZVPD

Each line ends with the Mulliken charge.
Element x y z (Å)
C: 3.895 0.673 -0.176  -1.018
C: 4.217 -0.707 -0.341  -0.235
C: -4.239 -1.420 0.443  -0.436
C: 2.526 0.955 -0.085  -0.292
C: 3.300 -1.670 -0.463  -0.782
C: -2.859 -1.612 0.521  -0.297
C: -4.597 -0.266 -0.227  -0.255
C: 1.510 0.042 -0.075  0.776
C: 1.870 -1.368 -0.234  0.510
C: -2.110 -0.650 -0.081  0.461
C: -0.778 -0.428 0.008  0.107
N: 0.197 0.344 0.217  -0.321
N: -0.664 2.667 0.264  -0.623
S: -3.206 0.592 -0.824  -0.110
S: 0.875 -2.741 -0.227  -0.255
H: 4.566 1.421 -0.275  0.493
H: 5.306 -0.908 -0.413  0.319
H: -4.985 -2.163 0.901  0.334
H: 2.350 2.018 0.107  0.168
H: 3.666 -2.723 -0.361  0.288
H: -2.384 -2.584 0.706  0.356
H: -5.614 0.209 -0.229  0.406
H: -0.188 1.548 0.446  0.435
H: -1.427 2.816 0.894  0.323
H: -1.093 2.416 -0.696  0.338
H: -0.135 3.543 0.203  0.309

## Properties
Net charge = +1
Relative energy (zero: lowest compared OMol25 entry of this formula, charge and spin) = 237.63 kJ/mol
Molar mass = 235.4 u
Orbital gap (spin up / spin down) = 5.32 / 5.31 eV
2S+1 = 1